Below is a cluster of 6 separate species, C10H30FO5 in total at a distorted geometry, with properties calculated with wB97M-V/def2-TZVPD.

The geometry in ORCA input format:
```
! wB97M-V def2-TZVPD RIJCOSX def2/J DEFGRID3
* xyz -1 1
F 0.946 0.057 0.639
C 2.811 1.538 -2.343
C 2.247 2.464 -1.279
O 0.898 2.141 -0.999
H 2.468 0.518 -2.172
H 3.902 1.533 -2.387
H 2.420 1.828 -3.323
H 2.191 3.491 -1.645
H 2.845 2.434 -0.361
H 0.847 1.328 -0.427
C -3.016 0.442 3.572
C -1.675 0.922 3.092
O -1.031 -0.172 2.451
H -3.566 1.274 4.016
H -2.913 -0.341 4.329
H -3.532 -0.043 2.746
H -1.060 1.319 3.912
H -1.785 1.732 2.361
H -0.375 0.198 1.824
C 3.739 -2.041 -1.184
C 4.242 -0.985 -0.216
O 3.425 -0.890 0.921
H 3.672 -3.006 -0.679
H 4.445 -2.213 -2.010
H 2.778 -1.759 -1.611
H 4.327 -0.005 -0.705
H 5.263 -1.219 0.112
H 2.616 -0.375 0.700
C -1.712 -3.657 -1.059
C -1.382 -2.248 -0.655
O 0.008 -2.163 -0.460
H -1.345 -3.831 -2.076
H -2.782 -3.860 -1.022
H -1.173 -4.369 -0.431
H -1.925 -1.969 0.260
H -1.703 -1.564 -1.456
H 0.224 -1.234 -0.227
C -3.715 1.483 0.200
C -2.352 1.472 -0.420
O -2.067 2.725 -1.005
H -4.014 0.514 0.592
H -4.455 1.693 -0.586
H -3.825 2.290 0.925
H -2.227 0.598 -1.083
H -1.574 1.209 0.313
H -1.112 2.742 -1.144
*
```

The HOMO energy comes out at -6.30 eV.

Löwdin atomic charge list, values in e, 6 entries: -0.44 -0.09 -0.32 -0.13 0.06 0.06

***

Below is a structure of composition C36H37Cl3F3N7O3SSiW at a distorted geometry, with properties calculated with wB97M-V/def2-TZVPD.

The geometry in ORCA input format:
```
! wB97M-V def2-TZVPD RIJCOSX def2/J DEFGRID3
* xyz 2 3
W -0.560 1.404 0.430
C -0.034 2.580 3.296
N -0.682 3.052 2.052
C -2.128 3.398 2.289
C -3.014 2.845 1.262
N -2.766 1.736 0.546
C -3.978 1.532 -0.206
C -4.515 0.423 -0.858
C -5.595 0.692 -1.716
C -6.246 1.934 -1.715
C -5.891 2.977 -0.852
C -4.779 2.692 -0.053
N -4.227 3.371 1.046
C -0.344 1.150 3.440
N -0.712 0.360 2.429
C -0.937 -0.942 3.043
C -1.534 -2.138 2.640
C -1.480 -3.223 3.527
C -0.947 -3.127 4.820
C -0.500 -1.914 5.333
C -0.545 -0.837 4.419
N -0.293 0.548 4.626
H -0.530 3.109 4.138
H 1.051 2.748 3.288
H -0.202 3.871 1.684
H -2.265 4.503 2.306
H -2.421 2.929 3.227
H -4.186 -0.608 -0.683
H -5.954 -0.064 -2.392
H -7.033 2.129 -2.421
H -6.505 3.875 -0.775
H -4.667 4.172 1.540
H -2.160 -2.253 1.758
H -1.794 -4.187 3.124
H -0.871 -4.011 5.440
H -0.151 -1.821 6.361
H -0.040 1.007 5.515
Cl 0.772 4.172 -2.440
Si -0.763 3.449 -1.301
Cl -2.317 2.886 -2.704
Cl -1.466 5.196 -0.334
F 6.676 0.017 -5.880
C 6.620 1.037 -4.952
F 6.770 2.224 -5.641
F 7.778 0.914 -4.211
C 5.359 0.983 -4.104
C 5.305 1.820 -2.964
C 4.189 1.836 -2.135
C 3.042 1.095 -2.525
C 3.115 0.172 -3.638
C 4.271 0.105 -4.397
C 1.859 1.248 -1.750
C 0.919 1.541 -0.972
H 6.198 2.426 -2.747
H 4.127 2.418 -1.224
H 2.259 -0.462 -3.862
H 4.338 -0.597 -5.220
N -1.275 -2.651 -2.741
C -1.971 -2.591 -1.406
C -1.400 -1.443 -0.563
N -1.281 -0.122 -1.251
C -0.590 -0.281 -2.582
C -1.267 -1.326 -3.474
H -1.717 -3.361 -3.339
H -0.290 -3.008 -2.635
H -1.851 -3.575 -0.896
H -3.045 -2.430 -1.626
H -0.398 -1.735 -0.172
H -2.049 -1.242 0.300
H -2.234 0.192 -1.462
H 0.437 -0.601 -2.326
H -0.539 0.670 -3.105
H -0.703 -1.517 -4.423
H -2.313 -1.067 -3.736
C 2.060 -5.163 0.865
C 2.196 -3.673 1.156
C 2.481 -2.726 0.136
C 2.683 -1.383 0.424
C 2.497 -0.976 1.738
C 2.253 -1.856 2.787
C 2.122 -3.200 2.486
S 2.688 0.798 2.117
O 3.873 1.242 1.432
O 2.592 0.842 3.556
O 1.563 1.618 1.553
H 2.165 -5.353 -0.217
H 1.076 -5.584 1.169
H 2.837 -5.765 1.400
H 2.578 -3.085 -0.887
H 3.021 -0.664 -0.297
H 2.229 -1.473 3.804
H 1.958 -3.908 3.311
*
```

The HOMO energy (alpha / beta) comes out at -12.45 / -12.75 eV.

Löwdin atomic charge list, values in e, 6 entries: 1.44 -0.12 -0.13 -0.12 -0.37 0.00

***

Below is a structure of composition C9H31N11O6Pb at a distorted geometry, with properties calculated with wB97M-V/def2-TZVPD.

The geometry in ORCA input format:
```
! wB97M-V def2-TZVPD RIJCOSX def2/J DEFGRID3
* xyz 2 1
Pb -1.165 -0.249 0.306
C 3.807 0.881 1.186
O 2.683 0.357 1.104
N 3.909 2.135 1.420
N 5.015 0.327 1.168
H 3.129 2.763 1.285
H 4.858 2.479 1.436
H 4.991 -0.678 1.072
H 5.857 0.867 1.029
C -0.319 -4.763 -1.917
O -0.626 -3.747 -1.343
N 0.817 -5.303 -1.835
N -0.998 -5.386 -2.857
H 1.596 -4.863 -1.367
H 0.965 -6.073 -2.472
H -0.671 -6.241 -3.284
H -1.864 -4.889 -3.009
C -1.607 1.991 4.768
O -1.663 1.532 3.644
N -1.926 1.269 5.767
N -1.303 3.194 5.128
H -1.883 1.641 6.705
H -2.386 0.375 5.675
H -1.254 3.332 6.127
H -1.197 4.021 4.557
C 1.301 -3.324 3.515
O 0.531 -2.870 2.713
N 0.932 -3.822 4.702
N 2.596 -3.323 3.446
H -0.057 -3.684 4.858
H 1.540 -4.184 5.422
H 2.856 -3.081 2.501
H 3.321 -3.477 4.132
C 2.486 -0.109 -3.329
O 1.438 -0.204 -2.728
N 2.679 0.749 -4.239
N 3.535 -0.849 -3.327
H 3.545 0.704 -4.757
H 1.950 1.434 -4.377
H 4.414 -0.504 -3.685
H 3.526 -1.667 -2.734
C -3.752 4.446 -1.257
C -3.294 3.019 -1.173
C -3.584 2.186 -2.536
O -3.204 0.805 -2.481
C -3.377 0.187 -3.701
N -1.819 3.033 -1.012
H -3.595 4.878 -0.268
H -4.834 4.537 -1.156
H -3.387 5.173 -1.981
H -3.734 2.522 -0.308
H -3.011 2.806 -3.225
H -4.641 2.413 -2.678
H -2.819 0.733 -4.461
H -4.381 0.191 -4.126
H -3.030 -0.846 -3.723
H -1.383 3.343 -1.869
H -1.510 3.814 -0.452
*
```

The HOMO energy comes out at -14.09 eV.

Löwdin atomic charge list, values in e, 6 entries: 1.74 -0.76 -0.04 0.17 0.17 0.13

***

Below is a cluster of 2 separate species, C3H12N in total at a distorted geometry, with properties calculated with wB97M-V/def2-TZVPD.

The geometry in ORCA input format:
```
! wB97M-V def2-TZVPD RIJCOSX def2/J DEFGRID3
* xyz 2 2
N -2.388 -0.184 -0.685
H -1.400 -0.142 -0.949
H -2.506 -0.955 -0.023
H -2.548 0.790 -0.411
H -2.900 -0.413 -1.547
C 0.215 0.211 1.286
C 1.046 -0.464 0.241
C 1.736 0.450 -0.688
H 0.963 0.592 2.020
H -0.438 -0.377 1.938
H -0.452 1.025 0.995
H 0.532 -1.338 -0.253
H 1.896 -1.072 0.732
H 2.350 -0.088 -1.410
H 1.001 1.106 -1.214
H 2.369 1.220 -0.186
*
```

The HOMO energy (alpha / beta) comes out at -22.02 / -21.94 eV.

Löwdin atomic charge list, values in e, 6 entries: 0.34 0.12 0.17 0.17 0.18 -0.05

***

Below is a structure of composition C2H3NO3 at a distorted geometry, with properties calculated with wB97M-V/def2-TZVPD.

The geometry in ORCA input format:
```
! wB97M-V def2-TZVPD RIJCOSX def2/J DEFGRID3
* xyz 0 1
C -0.499 0.500 -0.256
C 1.939 -0.163 0.095
H -2.912 -0.024 0.559
H -1.026 1.398 -0.300
H 2.852 0.513 0.283
N -0.992 -0.557 -0.043
O -2.275 -0.926 -0.076
O 0.811 0.639 -0.092
O 2.103 -1.381 -0.170
*
```

The HOMO energy comes out at -9.82 eV.

Löwdin atomic charge list, values in e, 6 entries: -0.26 -0.22 0.26 0.13 0.16 -0.05

***

Below is a cluster of 8 separate species, C33H68BrN9O10P in total, with properties calculated with wB97M-V/def2-TZVPD.

The geometry in ORCA input format:
```
! wB97M-V def2-TZVPD RIJCOSX def2/J DEFGRID3
* xyz 1 1
C -1.182 5.202 1.751
C -1.405 5.665 0.320
O -0.169 5.827 -0.426
C 0.196 4.801 -1.195
O -0.111 3.649 -0.983
C 1.061 5.222 -2.365
C 0.404 4.917 -3.719
C -0.065 3.475 -3.939
C 0.983 2.502 -4.377
C 2.335 2.612 -4.188
C 3.194 1.588 -4.608
P 5.003 1.782 -4.343
O 5.501 0.243 -4.477
Br 5.014 2.225 -2.165
C 2.669 0.474 -5.256
C 1.308 0.392 -5.466
C 0.663 -0.781 -6.163
N -0.590 -0.562 -6.844
N 0.538 1.389 -5.013
H -0.124 5.350 1.977
H -1.728 5.856 2.423
H -1.417 4.152 1.905
H -2.090 5.023 -0.232
H -1.838 6.663 0.343
H 2.041 4.760 -2.248
H 1.217 6.298 -2.296
H -0.441 5.584 -3.890
H 1.129 5.154 -4.504
H -0.548 3.069 -3.048
H -0.826 3.482 -4.728
H 2.742 3.489 -3.710
H 4.934 -0.381 -3.998
H 3.320 -0.317 -5.601
H 1.389 -1.162 -6.882
H 0.533 -1.547 -5.394
H -0.502 0.031 -7.658
H -1.340 -0.242 -6.248
H -0.460 1.287 -5.152
C -1.334 -1.931 -2.666
O -0.527 -1.447 -3.461
N -2.337 -2.736 -3.004
C -3.261 -3.284 -2.016
C -2.515 -3.085 -4.404
H -1.277 -1.729 -1.587
H -3.223 -4.368 -2.025
H -4.277 -2.957 -2.246
H -2.994 -2.942 -1.022
H -1.627 -3.586 -4.788
H -2.683 -2.190 -5.004
H -3.372 -3.746 -4.498
C -3.562 8.621 1.980
O -2.666 7.920 2.424
N -3.636 9.947 2.155
C -4.717 10.742 1.608
C -2.594 10.603 2.934
H -4.401 8.208 1.396
H -4.328 11.498 0.924
H -5.265 11.242 2.408
H -5.405 10.099 1.063
H -1.620 10.444 2.470
H -2.564 10.194 3.945
H -2.804 11.668 2.982
C 10.026 2.963 -3.345
O 10.850 3.849 -3.427
N 9.932 1.924 -4.200
C 8.921 0.899 -4.054
C 10.881 1.843 -5.299
H 9.264 2.935 -2.545
H 9.382 -0.082 -3.917
H 8.287 0.868 -4.943
H 8.301 1.117 -3.186
H 11.900 1.792 -4.917
H 10.804 2.728 -5.932
H 10.670 0.955 -5.889
C -2.366 -5.982 0.859
O -3.065 -5.231 0.196
N -1.142 -6.393 0.503
C -0.350 -7.294 1.327
C -0.592 -5.922 -0.754
H -2.696 -6.390 1.828
H 0.583 -6.808 1.620
H -0.121 -8.209 0.786
H -0.908 -7.557 2.223
H -0.523 -4.832 -0.756
H -1.233 -6.221 -1.586
H 0.398 -6.348 -0.892
C -0.571 -10.903 2.556
O -0.039 -10.397 1.580
N -0.105 -10.813 3.811
C -0.792 -11.436 4.929
C 1.122 -10.072 4.046
H -1.502 -11.488 2.482
H -1.086 -10.682 5.660
H -0.138 -12.161 5.416
H -1.687 -11.941 4.581
H 1.011 -9.034 3.726
H 1.946 -10.509 3.481
H 1.356 -10.099 5.107
C -4.379 -10.328 5.502
O -3.867 -11.403 5.249
N -5.249 -9.693 4.697
C -5.835 -8.414 5.046
C -5.611 -10.322 3.437
H -4.167 -9.777 6.434
H -6.922 -8.493 5.102
H -5.578 -7.658 4.302
H -5.459 -8.092 6.015
H -6.063 -11.298 3.615
H -4.726 -10.469 2.817
H -6.319 -9.686 2.911
C -1.143 9.667 7.039
O -2.331 9.505 6.835
N -0.167 8.940 6.461
C 1.235 9.185 6.721
C -0.553 7.880 5.544
H -0.760 10.445 7.721
H 1.757 9.446 5.798
H 1.708 8.299 7.149
H 1.339 10.009 7.424
H -1.143 8.286 4.722
H -1.170 7.143 6.059
H 0.338 7.397 5.150
*
```

The HOMO energy comes out at -10.35 eV.

Löwdin atomic charge list, values in e, 6 entries: -0.05 -0.19 0.01 -0.49 0.10 -0.08

***

Below is a cluster of 2 separate species, C28H35N2 in total at a distorted geometry, with properties calculated with wB97M-V/def2-TZVPD.

The geometry in ORCA input format:
```
! wB97M-V def2-TZVPD RIJCOSX def2/J DEFGRID3
* xyz 1 1
C 2.503 -2.125 2.765
C 2.433 -1.043 3.848
C 1.003 -0.489 4.078
C 0.184 -0.315 2.813
N -0.960 0.425 2.883
C -1.583 0.837 4.131
C -2.951 1.421 3.752
C -3.090 1.285 2.221
C -1.814 0.582 1.726
C 0.576 -0.904 1.624
C 1.852 -1.652 1.438
H 3.549 -2.393 2.569
H 1.996 -3.045 3.093
H 2.828 -1.459 4.794
H 3.104 -0.214 3.565
H 0.484 -1.176 4.775
H 1.092 0.464 4.633
H -1.709 -0.031 4.796
H -0.964 1.567 4.675
H -3.741 0.874 4.283
H -3.002 2.473 4.054
H -3.980 0.704 1.944
H -3.175 2.276 1.754
H -1.333 1.170 0.932
H -2.079 -0.385 1.280
H -0.035 -0.756 0.734
H 2.575 -1.023 0.866
H 1.687 -2.522 0.770
C -2.955 1.688 -3.162
C -1.815 1.741 -2.233
N -1.299 2.928 -1.799
C -1.793 4.259 -2.157
C -0.111 2.707 -1.089
C 0.166 1.317 -1.157
C 1.346 0.822 -0.601
C 2.084 1.662 0.231
C 1.729 3.007 0.406
C 0.648 3.571 -0.304
C -0.965 0.662 -1.806
C -1.123 -0.748 -1.875
C -0.190 -1.705 -2.401
C 1.103 -1.318 -2.834
C 2.012 -2.226 -3.363
C 1.677 -3.570 -3.558
C 2.686 -4.502 -4.174
C 0.371 -3.960 -3.229
C -0.534 -3.073 -2.653
H -3.044 0.658 -3.521
H -3.905 1.971 -2.692
H -2.812 2.342 -4.036
H -1.151 5.012 -1.695
H -1.755 4.400 -3.249
H -2.822 4.426 -1.804
H 1.641 -0.217 -0.800
H 2.943 1.249 0.776
H 2.320 3.617 1.085
H 0.417 4.632 -0.231
H -2.107 -1.149 -1.629
H 1.371 -0.264 -2.790
H 3.016 -1.895 -3.624
H 2.308 -5.532 -4.273
H 2.983 -4.163 -5.173
H 3.600 -4.532 -3.559
H 0.064 -4.996 -3.409
H -1.556 -3.366 -2.411
*
```

The HOMO energy comes out at -9.19 eV.

Löwdin atomic charge list, values in e, 6 entries: -0.19 -0.19 -0.12 -0.23 -0.09 -0.15

***

Below is a cluster of 2 separate species, C4H12 in total at a distorted geometry, with properties calculated with wB97M-V/def2-TZVPD.

The geometry in ORCA input format:
```
! wB97M-V def2-TZVPD RIJCOSX def2/J DEFGRID3
* xyz 1 2
C 1.355 -0.009 -1.284
C 2.085 0.920 -0.417
H 1.586 -1.083 -1.176
H 0.211 0.050 -1.005
H 1.479 0.142 -2.357
H 2.064 1.998 -0.615
H 3.189 0.730 -0.425
H 1.873 0.701 0.637
C -1.917 0.208 0.476
C -1.461 -0.975 1.282
H -2.899 -0.071 0.061
H -2.175 1.137 0.982
H -1.399 0.358 -0.511
H -0.414 -1.008 1.614
H -1.499 -1.831 0.604
H -2.078 -1.266 2.135
*
```

The HOMO energy (alpha / beta) comes out at -16.62 / -15.76 eV.

Löwdin atomic charge list, values in e, 6 entries: -0.06 -0.08 0.13 0.14 0.10 0.11

***

How do the records compare in total energy? In the order shown, they have -875.13066; -4437.61611; -1607.57588; -175.42663; -358.31418; -5458.65884; -1197.19002; -159.15207 a.u..